A molecular structure, C6H18O2P2 in a non-equilibrium geometry, computed with ωB97M-V/def2-TZVPD.

Output
* multiplicity: 1
* Kohn-Sham gap: 7.962 eV
* highest occupied orbital energy: -7.54 eV
* M: 184.16 g/mol
* maximum force: 0.051 Eh/bohr

Each line ends with the Löwdin charge.
Geometry (Å):
H (0.37, 0.24, -3.94)  0.10
H (1.15, -0.93, 2.94)  0.05
O (-0.85, 0.07, -2.21)  -0.46
H (-0.08, -2.16, 2.74)  0.06
H (-0.16, 2.58, -2.06)  0.07
H (-0.25, 1.33, -0.87)  0.02
C (-0.78, -0.13, 2.33)  -0.27
H (-1.70, -2.02, -0.46)  0.07
H (-1.71, 0.01, 2.85)  0.11
H (2.95, -0.73, 0.36)  -0.02
C (-0.32, 0.81, -3.27)  -0.43
C (0.48, 1.95, -2.69)  -0.16
H (0.99, 2.61, -3.40)  0.09
O (2.58, 1.53, -0.44)  -0.49
H (1.21, 1.45, -2.07)  -0.01
P (0.16, 0.13, -0.30)  0.93
H (2.27, 0.81, 1.84)  -0.03
H (-0.26, 0.82, 2.35)  0.09
H (-0.64, -2.59, 0.78)  0.07
C (0.09, -1.14, 3.05)  -0.10
H (0.27, -0.80, -1.33)  0.05
H (-0.11, -1.09, 4.11)  0.07
H (-1.06, 1.23, -4.00)  0.10
C (-1.45, -1.91, 0.58)  -0.12
P (2.25, 0.47, 0.49)  0.55
C (-1.10, -0.46, 0.87)  -0.53
H (-2.34, -2.19, 1.14)  0.09
H (-1.98, 0.12, 0.61)  0.11


A molecular structure, C15H24LiO11S in a non-equilibrium geometry, computed with ωB97M-V/def2-TZVPD.

Output
* energy relative to the best compared isomer or geometry (same formula, charge and spin): 207.8 kJ/mol
* multiplicity: 1
* Kohn-Sham gap: 5.477 eV
* highest occupied orbital energy: -3.94 eV
* charge: -1
* M: 419.35 g/mol
* maximum force: 0.206 Eh/bohr

Each line ends with the Löwdin charge.
Geometry (Å):
H (2.06, 1.88, -2.67)  0.01
H (-1.82, -3.40, 2.80)  0.09
C (-1.80, -1.02, -3.03)  -0.19
O (1.97, 2.77, -2.94)  0.07
C (-1.09, 4.85, -3.50)  -0.03
C (0.65, 3.18, -2.92)  -0.32
O (-1.89, -0.44, -1.80)  -0.20
O (2.96, 1.23, -0.15)  -0.35
H (-1.49, -4.02, 1.08)  0.15
O (-0.11, -3.28, -0.91)  -0.14
Li (-0.43, -1.21, -0.45)  0.66
C (1.39, -0.53, 3.04)  -0.01
C (-2.11, 4.01, -3.04)  -0.37
H (0.71, -3.32, -0.34)  0.13
H (1.06, 5.18, -3.66)  0.11
H (-1.99, -0.42, -3.87)  0.06
C (0.85, 0.74, 3.14)  -0.36
H (1.88, -2.43, 4.23)  0.14
H (-2.85, -0.25, -1.56)  0.13
H (-1.16, 5.77, -3.94)  0.06
O (-1.59, -1.95, 1.42)  -0.06
O (2.65, 0.16, -2.10)  -0.39
O (3.67, -1.02, -0.24)  -0.43
H (-0.35, -4.03, -2.53)  0.07
H (-0.79, -1.60, -3.17)  0.13
O (0.71, 1.31, 1.98)  0.03
O (1.26, -0.35, -0.16)  -0.51
C (-1.21, -3.12, 1.95)  -0.15
H (-0.26, -3.07, 2.04)  0.00
H (1.05, -4.55, -2.19)  0.10
C (-1.73, 2.64, -2.59)  -0.01
C (0.14, -4.37, -1.69)  -0.15
C (0.63, 1.37, 4.45)  0.00
H (-0.10, -5.17, -1.33)  0.00
S (2.61, -0.03, -0.67)  0.16
C (0.29, 4.47, -3.38)  0.00
H (1.74, -1.09, 2.17)  0.10
C (0.86, 0.73, 5.69)  -0.02
H (-2.66, -1.74, -3.00)  0.10
H (-2.30, -1.67, 1.82)  0.01
H (-3.64, 4.90, -3.88)  0.14
O (-3.39, 4.33, -3.09)  0.01
H (1.09, 0.71, 1.22)  0.09
C (1.51, -1.31, 4.30)  -0.02
H (0.31, 2.42, 4.49)  0.10
H (-0.19, 1.25, -2.02)  0.17
H (-2.57, 2.03, -2.07)  0.12
H (0.96, 1.10, 6.69)  0.10
O (1.52, -1.34, 6.70)  -0.05
C (1.19, -0.65, 5.49)  -0.32
C (-0.36, 2.34, -2.63)  -0.04
H (2.17, -2.01, 6.82)  0.06